Run a
Density functional theory data (the ωB97M-V functional and the def2-TZVPD basis) for 2 unconnected molecules or ions with the total composition C6H16NS.

Computed properties:
highest occupied orbital energy = -13.26 eV
spin multiplicity = 1
HOMO-LUMO gap = 8.819 eV
net charge = +1
lowest unoccupied orbital energy = -4.44 eV

Each line ends with the Mulliken charge.
Geometry (Å):
C  1.49581  0.77493  -0.79885  -1.68
C  1.14670  -1.73510  -0.62751  -1.52
C  -0.80441  0.97059  1.69407  -0.93
C  -0.87339  -1.43285  1.90386  -0.95
C  -1.27409  1.31275  -2.15078  -0.87
C  0.57716  -0.37995  -0.82723  1.32
N  -0.09212  -0.27841  1.51094  -0.18
S  -0.94838  -0.36777  -1.54738  0.15
H  2.33241  0.57882  -0.13235  0.37
H  1.91004  0.92593  -1.80046  0.43
H  1.01212  1.70081  -0.49920  0.43
H  1.73630  -2.00091  -1.50909  0.40
H  0.37008  -2.48791  -0.51816  0.43
H  1.81754  -1.76748  0.22675  0.35
H  -0.15920  1.81145  1.44697  0.30
H  -1.67905  0.97631  1.04265  0.32
H  -1.15345  1.10285  2.72404  0.36
H  -1.27500  -1.32086  2.91665  0.34
H  -1.71501  -1.54585  1.21835  0.34
H  -0.26018  -2.32916  1.87469  0.32
H  -1.68943  1.19169  -3.14930  0.40
H  -0.37082  1.90724  -2.20021  0.31
H  -2.01761  1.78580  -1.51201  0.30
H  0.79296  -0.25548  2.01009  0.28



Run b
Density functional theory data (the ωB97M-V functional and the def2-TZVPD basis) for 2 unconnected molecules or ions with the total composition C6H16NS.

Computed properties:
highest occupied orbital energy = -12.50 eV
spin multiplicity = 1
HOMO-LUMO gap = 8.003 eV
net charge = +1
lowest unoccupied orbital energy = -4.50 eV

Each line ends with the Mulliken charge.
Geometry (Å):
C  0.22273  -2.49324  -1.62806  -1.23
C  -1.36835  -0.52687  -1.14777  -1.25
C  2.22465  0.24210  -0.27375  -1.05
C  -1.70035  2.51722  2.03595  -0.84
C  0.11645  -0.97671  -1.25340  0.40
C  0.96592  -0.47535  -0.08599  0.21
N  0.64743  -0.72537  1.16723  -0.05
S  -0.21411  2.16427  1.20440  -0.08
H  0.25900  -3.11636  -0.65745  0.29
H  -0.55073  -2.67563  -2.42312  0.35
H  1.14096  -2.75045  -2.08868  0.41
H  -1.94461  -1.18596  -0.48910  0.38
H  -1.45628  0.51361  -0.63317  0.15
H  -2.00422  -0.56081  -2.05396  0.42
H  3.05014  -0.42615  -0.04239  0.41
H  2.09896  1.20304  0.40115  0.24
H  2.24134  0.62393  -1.33831  0.37
H  -2.39095  1.67372  1.85332  0.28
H  -2.12888  3.47905  1.53638  0.31
H  -1.44650  2.56389  3.11554  0.33
H  0.56223  -0.40084  -2.05919  0.24
H  0.35768  3.31195  1.55313  0.14
H  -0.13508  -1.20876  1.52182  0.26
H  1.45258  -0.77030  1.78540  0.31



It turns out run a is the most stable, with the second structure 53.9 kJ/mol higher.



Run a
Density functional theory data (the ωB97M-V functional and the def2-TZVPD basis) for 2 unconnected molecules or ions with the total composition C2H4FNO2.

Computed properties:
highest occupied orbital energy (spin up / spin down) = -9.56 / -8.00 eV
spin multiplicity = 1
HOMO-LUMO gap (spin up / spin down) = 9.767 / 6.917 eV
net charge = 0
lowest unoccupied orbital energy (spin up / spin down) = 0.20 / -1.08 eV

Each line ends with the Mulliken charge.
Geometry (Å):
C  1.18883  0.24172  0.27770  -0.66
C  0.47103  -0.93267  -0.25419  -0.06
N  -1.84516  0.41686  -0.11803  0.60
O  -2.89259  -0.05542  -0.50170  -0.42
O  -1.30359  1.45744  0.24751  -0.44
F  0.09165  -2.06055  0.39514  -0.23
H  0.37919  0.99688  0.39985  0.24
H  1.96894  0.57402  -0.38386  0.28
H  1.72546  0.13242  1.24464  0.29
H  0.21625  -0.77071  -1.30706  0.39



Run b
Density functional theory data (the ωB97M-V functional and the def2-TZVPD basis) for 2 unconnected molecules or ions with the total composition C2H4FNO2.

Computed properties:
highest occupied orbital energy = -7.68 eV
spin multiplicity = 1
HOMO-LUMO gap = 8.094 eV
net charge = 0
lowest unoccupied orbital energy = 0.42 eV

Each line ends with the Mulliken charge.
Geometry (Å):
C  1.18777  1.62666  1.06441  0.73
C  -1.09070  0.17035  -0.53312  -0.44
N  -0.41199  -1.20650  -0.12111  -0.37
O  1.04393  2.72191  0.86344  -0.30
O  1.44172  0.56933  1.38260  -0.47
F  0.16754  0.67829  -1.13147  -0.31
H  -1.80092  -0.09333  -1.50967  0.09
H  0.18624  -1.58142  -0.88725  0.34
H  0.32716  -0.95728  0.65548  0.38
H  -1.05075  -1.92802  0.21670  0.34



It turns out run b is the most stable, with the second structure 358.6 kJ/mol higher.